# 1
The following is a quantum chemistry calculation of C25H32As2N5O9S2V as an isolated structure at a distorted geometry, from OMol25.

Properties
Charge   +1
Orbital gap (spin up / spin down)   6.1743 / 6.9430 eV
E_HOMO (spin up / spin down)   -9.1 / -10.0 eV
Multiplicity   4
⟨S²⟩   3.7820
E_tot   -8134.4984 a.u.

Each line ends with the Löwdin charge.
Atoms and positions in Å:
V -1.707 -0.226 0.092  0.414
O -2.648 -1.823 -0.173  -0.310
N -3.945 -1.950 0.009  -0.159
C -4.504 -3.174 -0.078  0.001
C -5.857 -3.350 0.052  -0.038
C -6.675 -2.227 0.233  -0.038
C -6.092 -0.987 0.341  -0.061
C -4.698 -0.853 0.295  -0.600
S -3.879 0.598 0.609  0.771
H -3.805 -3.980 -0.250  0.144
H -6.275 -4.342 0.003  0.114
H -7.745 -2.338 0.288  0.118
H -6.671 -0.088 0.482  0.116
C -0.006 3.557 1.544  -0.026
O 0.868 2.437 1.581  -0.084
C 0.398 1.305 1.023  -0.559
O -0.767 1.287 0.534  -0.216
C 1.215 0.161 1.064  -0.362
C 2.545 0.148 1.480  -0.307
As 3.494 1.676 0.738  1.347
C 5.162 0.771 0.141  -0.260
C 2.595 1.432 -1.016  -0.225
C 1.586 0.651 -1.415  -0.208
As 0.690 -0.860 -0.492  1.350
C 2.070 -2.176 -1.016  -0.197
C 0.941 0.798 -2.725  -0.555
O 0.375 -0.154 -3.236  0.001
O 0.976 2.031 -3.191  -0.032
C 0.477 2.294 -4.496  -0.007
C 3.192 2.429 -1.935  -0.577
O 3.707 2.195 -2.996  0.130
O 3.152 3.629 -1.342  -0.088
C 3.643 4.737 -2.086  -0.022
C 2.977 -1.167 1.936  -0.517
O 2.268 -2.149 1.756  0.026
O 4.099 -1.345 2.650  -0.023
C 4.867 -0.293 3.197  -0.073
H 0.609 4.416 1.797  0.102
H -0.813 3.435 2.272  0.093
H -0.444 3.681 0.548  0.103
H 6.010 1.109 0.734  0.022
H 5.348 1.042 -0.897  0.027
H 5.083 -0.311 0.214  0.029
H 3.068 -1.821 -0.756  0.041
H 1.987 -2.275 -2.104  0.039
H 1.905 -3.137 -0.524  0.035
H 0.031 3.286 -4.472  0.101
H -0.262 1.543 -4.779  0.088
H 1.314 2.286 -5.195  0.108
H 4.088 5.432 -1.379  0.098
H 2.809 5.213 -2.604  0.100
H 4.380 4.389 -2.809  0.095
H 5.857 -0.300 2.737  0.089
H 4.981 -0.500 4.263  0.100
H 4.401 0.692 3.070  0.063
N -1.922 0.765 3.171  0.151
C -1.472 -0.513 3.147  -0.343
C -1.173 -1.196 4.344  0.006
C -0.605 -2.444 4.290  -0.036
C -0.350 -3.019 3.045  -0.049
C -0.713 -2.313 1.924  -0.163
N -1.262 -1.093 1.957  -0.010
H -2.292 1.124 4.033  0.117
H -2.330 1.124 2.315  0.002
H -1.385 -0.728 5.292  0.115
H -0.371 -2.978 5.198  0.117
H 0.126 -3.981 2.955  0.115
H -0.580 -2.736 0.928  0.093
N -1.988 -1.911 -2.850  0.126
C -2.679 -0.783 -3.037  -0.834
N -3.690 -0.764 -3.915  0.117
S -2.344 0.613 -2.158  0.759
H -2.158 -2.720 -3.428  0.126
H -1.097 -1.833 -2.367  0.053
H -3.894 -1.544 -4.517  0.117
H -4.191 0.098 -4.047  0.103



# 2
The following is a quantum chemistry calculation of a 4-piece molecular cluster, C25H32BF9INO21S4 overall at a distorted geometry, from OMol25.

Properties
Orbital gap   7.9160 eV
E_HOMO   -9.8 eV
E_tot   -5420.7479 a.u.

Each line ends with the Löwdin charge.
Atoms and positions in Å:
C 3.819 -2.629 4.505  -0.160
C 2.457 -2.316 3.893  -0.729
I 0.941 -2.733 5.329  1.029
C 2.247 -3.103 2.568  -0.200
C 2.166 -2.238 1.330  -0.100
C 3.278 -2.118 0.468  0.003
C 4.533 -2.866 0.808  -0.400
O 5.520 -2.306 1.206  0.196
O 4.559 -4.264 0.761  -0.110
S 3.727 -5.165 -0.299  0.617
C 2.146 -5.413 0.419  -0.102
O 4.411 -6.412 -0.304  -0.231
O 3.557 -4.407 -1.493  -0.230
C 3.279 -1.280 -0.623  -0.035
C 4.452 -1.091 -1.543  -0.090
C 4.306 -1.684 -2.962  -0.159
C 5.675 -1.979 -3.568  -0.166
C 6.470 -3.092 -2.892  -0.248
O 6.614 -4.198 -3.787  -0.061
C 2.101 -0.547 -0.868  0.059
C 2.020 0.301 -2.146  -0.715
O 1.402 -0.327 -3.007  0.071
O 2.590 1.391 -2.108  0.043
N 1.043 -0.669 -0.029  0.187
C -0.196 0.106 -0.296  -0.393
F 0.051 1.139 -1.061  0.213
F -0.631 0.584 0.868  0.186
C -1.327 -0.760 -0.995  -0.319
F -1.394 -0.409 -2.278  0.190
F -0.996 -2.065 -0.934  0.167
C -2.768 -0.596 -0.432  -0.347
F -2.801 -0.780 0.889  0.175
F -3.504 -1.569 -1.001  0.173
C -3.472 0.744 -0.788  -0.552
F -2.678 1.781 -0.556  0.203
F -3.856 0.756 -2.047  0.216
F -4.551 0.851 -0.007  0.168
C 1.040 -1.516 1.071  0.042
B -0.175 -1.730 2.101  -0.743
O -0.312 -0.847 3.113  0.131
O -0.962 -2.838 2.028  0.191
H 3.891 -3.694 4.731  0.081
H 3.994 -2.051 5.406  0.073
H 4.594 -2.413 3.766  0.077
H 2.442 -1.253 3.655  0.095
H 1.388 -3.768 2.647  0.088
H 3.111 -3.756 2.474  0.096
H 1.494 -4.579 0.173  0.070
H 1.777 -6.321 -0.053  0.089
H 2.204 -5.544 1.496  0.076
H 5.362 -1.436 -1.058  0.111
H 4.563 -0.011 -1.664  0.134
H 3.843 -0.919 -3.586  0.101
H 3.641 -2.544 -2.988  0.107
H 6.252 -1.055 -3.512  0.097
H 5.564 -2.208 -4.626  0.123
H 7.471 -2.726 -2.644  0.116
H 6.007 -3.413 -1.958  0.092
H 6.593 -5.012 -3.279  0.077
H -0.829 -1.197 3.850  0.060
H -0.879 -3.325 1.203  0.110
C -5.948 2.039 2.544  -0.147
C -6.021 3.494 2.137  -0.147
O -6.450 4.161 3.337  -0.197
S -5.852 3.424 4.617  0.586
O -4.677 4.085 5.058  -0.216
O -6.922 3.171 5.514  -0.226
O -5.420 2.075 3.883  -0.186
H -6.938 1.580 2.575  0.140
H -5.294 1.457 1.908  0.107
H -6.744 3.678 1.346  0.115
H -5.044 3.885 1.847  0.138
C 3.363 2.327 -5.084  -0.142
C 4.190 3.548 -5.426  -0.154
O 5.531 3.041 -5.536  -0.190
S 5.504 1.547 -6.098  0.588
O 5.778 1.540 -7.490  -0.219
O 6.258 0.746 -5.198  -0.226
O 3.952 1.280 -5.891  -0.190
H 3.442 2.031 -4.039  0.100
H 2.315 2.441 -5.346  0.139
H 4.161 4.310 -4.653  0.135
H 3.901 3.981 -6.385  0.131
C -10.439 5.243 3.378  -0.145
C -9.848 6.627 3.203  -0.150
O -9.103 6.525 1.979  -0.187
S -9.835 5.529 0.974  0.592
O -10.618 6.255 0.043  -0.208
O -8.876 4.579 0.535  -0.229
O -10.806 4.853 2.042  -0.185
H -9.703 4.535 3.762  0.131
H -11.324 5.234 4.007  0.136
H -9.174 6.908 4.007  0.138
H -10.621 7.388 3.082  0.135